125
Properties=species:S:1:pos:R:3:forces:R:3 method="wB97M-V/def2-TZVPD" de_lowest_kcal_mol=9.8 homo_lumo_gap_ev=1.8 homo_ev=-5.073
C 2.950433 10.557669 -4.990724 -0.02 -0.28 0.08
C 4.019795 9.740090 -5.368555 -0.07 -0.21 0.20
C 4.009720 8.376700 -5.050147 -0.25 0.42 -0.09
C 2.913789 7.813899 -4.384128 -0.03 0.16 -0.04
P 2.832378 6.011695 -4.057587 0.99 -0.40 1.45
C 3.410339 5.368070 -5.664088 -0.20 -0.20 -0.17
C 4.679191 4.791186 -5.788170 -0.07 0.20 -0.50
C 5.191522 4.514598 -7.060916 -0.29 -0.01 0.02
C 4.414460 4.759962 -8.196902 -0.04 0.03 0.16
C 3.111925 5.255318 -8.058698 -0.02 -0.08 0.21
C 2.601467 5.548692 -6.791842 0.51 -0.09 -0.37
C 4.129288 5.750216 -2.903756 -0.47 0.64 -0.53
C 4.283209 4.689076 -2.022343 0.86 -1.18 0.92
N 4.570898 3.830495 -1.260533 -0.71 1.05 -1.07
O 1.457429 5.539426 -3.713621 -0.10 0.05 -0.22
C 1.861525 8.640660 -3.970486 0.18 0.16 -0.26
C 1.880186 10.004755 -4.279081 0.18 -0.10 -0.02
H 2.953723 11.619166 -5.244922 -0.01 -0.30 0.07
H 4.869085 10.151892 -5.914934 -0.22 -0.04 0.15
H 4.857578 7.754818 -5.340821 -0.26 0.08 -0.01
H 5.275366 4.591318 -4.896717 -0.22 0.19 -0.18
H 6.201907 4.115407 -7.152857 -0.25 0.05 -0.06
H 4.818899 4.560817 -9.191761 -0.12 0.05 0.29
H 2.487647 5.422133 -8.935578 0.18 -0.05 0.11
H 1.588230 5.939716 -6.683357 0.29 -0.04 0.02
H 4.980528 6.432733 -3.021112 -0.31 -0.27 0.22
H 1.022847 8.215047 -3.417526 0.23 0.00 -0.21
H 1.050529 10.636055 -3.961447 0.19 -0.10 -0.09
F -6.717812 -2.162015 -0.144333 0.63 0.77 1.09
C -5.866913 -1.669170 0.823561 -0.07 -0.24 -0.75
C -6.148777 -1.935894 2.158921 0.35 0.01 -0.12
C -5.159577 -1.592449 3.080577 0.02 -0.20 0.58
F -5.322261 -1.999118 4.388267 0.01 0.66 -1.25
C -3.988253 -0.932306 2.729738 0.16 -0.46 0.04
C -3.721417 -0.690900 1.362129 -0.21 -0.02 -0.07
C -2.425078 -0.100669 0.943622 0.05 1.93 1.30
C -2.271755 0.382488 -0.428770 0.68 -0.40 -0.06
C -1.531391 1.469016 -0.842841 -0.53 -1.45 0.45
C -0.974571 2.463631 0.037288 0.86 1.25 0.83
C 0.310534 2.973411 -0.270680 -0.38 -0.31 0.03
C 0.954701 3.774905 0.661494 1.39 0.07 0.25
F 2.288303 4.045252 0.502268 -1.90 -0.07 0.06
C 0.346384 4.225696 1.834659 -0.32 -0.36 -0.29
C -0.951289 3.778499 2.069462 -0.14 -0.08 0.45
F -1.569991 4.139237 3.250559 0.48 -0.20 -1.08
C -1.623838 2.910047 1.220650 0.18 -0.15 -0.22
Pd -1.308506 -1.899694 1.347639 -1.23 0.31 -1.08
P -1.473650 -3.840396 0.228018 0.30 -0.78 -0.18
C -2.569098 -3.544311 -1.182364 -0.42 -0.19 -0.28
C -2.075909 -2.804396 -2.267933 -0.17 -0.14 0.00
C -2.874468 -2.593601 -3.389814 0.03 -0.01 0.20
C -4.185917 -3.075623 -3.407641 -0.01 -0.01 0.07
C -4.697630 -3.751647 -2.298958 -0.04 0.07 -0.01
C -3.896713 -3.990122 -1.184506 0.27 0.06 -0.26
C 0.049277 -4.472565 -0.502162 0.06 -0.56 -0.40
C -0.032347 -5.282330 -1.649182 0.46 0.14 0.17
C 1.134262 -5.784009 -2.220438 0.00 0.05 0.15
C 2.373174 -5.503091 -1.633638 -0.08 0.12 0.09
C 2.454288 -4.705036 -0.486946 -0.08 -0.14 -0.07
C 1.292422 -4.193650 0.085930 -0.31 -0.05 -0.19
C -2.160188 -5.172670 1.234790 -0.09 -0.79 -0.04
C -1.637077 -6.474172 1.130146 -0.39 0.23 0.22
C -2.132880 -7.484200 1.951956 -0.14 0.10 0.16
C -3.152058 -7.207787 2.872182 0.05 0.13 -0.10
C -3.677078 -5.913889 2.979737 0.18 0.00 -0.15
C -3.167314 -4.893721 2.176284 0.22 -0.24 -0.19
P 0.123030 -1.698635 3.081313 -0.04 1.92 -0.06
C -0.783545 -0.951951 4.454062 -0.04 -0.14 0.87
C -1.182924 -1.723004 5.560332 0.06 0.51 -0.23
C -2.001758 -1.152344 6.534222 -0.15 0.05 -0.02
C -2.499197 0.143340 6.372345 0.02 -0.07 -0.06
C -2.114479 0.910347 5.268615 0.27 -0.13 -0.04
C -1.210036 0.386652 4.343173 -0.22 -0.24 0.15
C 0.993463 -3.207085 3.573624 0.20 -0.48 0.22
C 2.403225 -3.235316 3.620444 -0.36 -0.11 -0.12
C 3.067085 -4.456387 3.737432 -0.17 -0.04 0.08
C 2.337565 -5.645264 3.835647 -0.10 0.07 -0.14
C 0.938801 -5.625423 3.812405 0.12 0.21 0.14
C 0.266884 -4.407611 3.713728 0.22 0.15 -0.24
C 1.385122 -0.468244 2.679084 0.46 0.27 0.32
C 1.910143 0.375894 3.675116 0.14 -0.19 -0.29
C 2.933035 1.267202 3.362747 -0.08 -0.01 -0.10
C 3.439723 1.323906 2.062693 0.02 -0.01 0.01
C 2.918628 0.488905 1.073182 -0.04 0.03 -0.16
C 1.876190 -0.387669 1.366982 0.07 0.11 0.34
C -4.714573 -1.012201 0.407029 0.31 -0.50 0.13
H -7.079949 -2.410284 2.448204 0.21 -0.07 0.03
H -3.260183 -0.649801 3.495665 -0.29 -0.24 -0.26
H -1.921892 0.506774 1.707043 -0.56 -0.05 -0.33
H -2.738193 -0.229192 -1.205816 0.38 0.13 0.11
H -1.263821 1.524449 -1.897867 -0.31 0.22 0.11
H 0.806857 2.684634 -1.200711 0.02 0.17 0.40
H 0.870751 4.867759 2.534848 -0.07 -0.13 -0.12
H -2.639024 2.594364 1.465801 0.32 0.14 -0.08
H -1.059422 -2.409103 -2.231240 -0.19 -0.15 -0.09
H -2.460779 -2.057661 -4.244138 -0.18 -0.11 0.19
H -4.813581 -2.923038 -4.285590 0.17 -0.01 0.23
H -5.730091 -4.100635 -2.296574 0.26 0.09 -0.05
H -4.290572 -4.532103 -0.325855 0.05 0.06 -0.21
H -1.003999 -5.513905 -2.089608 0.28 0.11 0.09
H 1.064733 -6.392773 -3.122342 0.13 0.12 0.26
H 3.282350 -5.908789 -2.073812 -0.18 0.12 0.07
H 3.417491 -4.471937 -0.028474 -0.25 -0.14 -0.20
H 1.339077 -3.584208 0.993599 0.02 -0.19 -0.38
H -0.840852 -6.688338 0.416675 -0.24 0.04 0.21
H -1.718115 -8.489828 1.866554 -0.17 0.25 0.09
H -3.535743 -7.998631 3.516363 0.10 0.17 -0.18
H -4.475311 -5.681701 3.688920 0.29 -0.17 -0.17
H -3.532772 -3.870325 2.286710 0.05 -0.20 -0.05
H -0.831894 -2.751028 5.662598 -0.10 0.28 0.02
H -2.260275 -1.732307 7.421068 -0.02 0.16 -0.26
H -3.187600 0.563432 7.106091 0.21 -0.14 -0.16
H -2.509871 1.917514 5.116831 0.21 -0.27 0.16
H -0.850809 1.016202 3.525735 -0.13 -0.21 0.15
H 2.975873 -2.308809 3.545296 -0.20 -0.28 -0.08
H 4.159395 -4.475125 3.728462 -0.37 -0.02 0.10
H 2.858249 -6.599007 3.920365 -0.10 0.25 -0.07
H 0.366578 -6.555327 3.846822 0.21 0.30 0.10
H -0.826477 -4.391184 3.704709 0.32 -0.01 -0.14
H 1.515875 0.338001 4.691324 0.14 -0.04 -0.25
H 3.332151 1.916758 4.141797 -0.08 -0.12 -0.24
H 4.228981 2.032603 1.808652 -0.22 -0.20 0.01
H 3.318862 0.528388 0.058498 -0.12 0.14 0.29
H 1.433299 -1.003509 0.581459 0.15 0.07 0.18
H -4.539161 -0.811809 -0.649299 -0.26 -0.23 0.29